This record from the OMol25 dataset describes a molecular structure, C22H25N2NdO3. The level of theory is the ωB97M-V functional and the def2-TZVPD basis.

Results
Frontier orbital gap (alpha / beta)   8.0 / 8.1 eV
Energy   -47617.3447 eV
Spin multiplicity   4
E_LUMO (alpha / beta)   -0.0038 / -0.0002 Eh
Highest occupied orbital energy (alpha / beta)   -0.298 / -0.298 hartree

```
53
C22H25N2NdO3, DFT the ωB97M-V functional and the def2-TZVPD basis
C 3.57959 0.84798 -2.96236
C 2.16423 0.32681 1.26957
H -4.20971 -1.45762 0.35497
N -1.25778 1.74841 -2.16886
C 2.44790 -0.65812 2.26824
H -2.16129 2.14453 -1.92295
C 2.11340 2.67498 -2.33848
C 2.08606 1.59801 1.92357
N -1.51808 1.41591 4.23770
H 1.93838 2.55936 1.41675
H -1.74629 -2.09701 4.30571
H -1.37202 -3.55795 -0.90047
C 1.04671 2.03253 -2.95653
C -1.51715 -1.58405 0.97461
H -3.23858 -1.01091 2.31193
C -2.14897 -1.58856 -0.41370
H -0.31295 3.57068 -2.43330
H -0.73211 2.72625 -3.94496
C 3.37492 2.06157 -2.29389
O -2.21036 1.81817 5.15966
H 0.58954 -2.95161 3.21374
H 4.18904 2.53528 -1.73752
H 2.63602 -1.71377 2.07354
H 2.38894 2.18282 4.07529
C -0.22976 -2.11778 1.30061
H 2.08216 0.16166 0.18965
C -2.22959 -1.41960 2.21248
H -3.61551 -3.11768 0.13755
C -2.21923 -0.12425 -0.99837
H 1.93908 3.63954 -1.85320
C 2.30695 1.39490 3.32228
C -1.40741 -2.55358 -1.34944
C 2.52548 0.23688 -3.64528
H 0.47814 0.38451 -4.23907
C -0.20507 -2.41613 2.69187
O -0.12461 -0.25116 -2.27649
C 1.24101 0.79182 -3.58514
C -1.44086 -1.97055 3.26203
C 2.51700 -0.00763 3.53828
C -1.09118 0.43430 -1.86530
H 0.56378 -2.32054 0.57792
C -3.59672 -2.10355 -0.28427
H -3.12811 -0.05890 -1.62817
H -1.94442 -2.62468 -2.30445
Nd -0.03794 0.22861 2.73267
H -4.06333 -2.14394 -1.27557
H 2.79019 -0.48059 4.48397
H 4.56478 0.37221 -2.95368
H 2.66780 -0.68963 -4.20516
H -0.39350 -2.20113 -1.56359
C -0.33991 2.59616 -2.92563
O -1.33523 2.15404 3.15664
H -2.40344 0.58299 -0.16539
```

Mulliken population analysis, charges in e, atoms 1 to 6:
1. C -0.429
2. C -0.293
3. H 0.396
4. N -0.194
5. C -0.766
6. H 0.306